Formula: C6H6N
Source: the Open Molecules 2025 dataset
Level of theory: ωB97M-V with the def2-TZVPD basis set

Each line ends with the Mulliken spin population.
Element x y z (Å)
C (-0.1752, 0.2285, -3.9335)  0.47
C (1.4725, 0.0430, 2.9937)  0.03
C (0.3890, 0.2271, -2.8978)  0.59
C (0.7194, 0.4291, 2.1395)  -0.01
C (0.1846, -0.2524, -0.1998)  0.83
C (-0.0495, 0.6438, 0.9213)  0.02
N (-1.0165, -0.3828, 0.5569)  -0.01
H (-0.6284, 0.5446, -4.8953)  0.01
H (1.7756, -0.5692, 3.7870)  0.00
H (0.6523, -1.2823, -0.2076)  0.02
H (-0.3247, 1.6870, 0.6103)  0.03
H (-1.8208, -0.0822, 0.0897)  0.02
H (-1.1781, -1.2343, 1.0357)  0.01

Spin multiplicity: 3
E_tot in a.u.: -286.2940
Charge: +1
HOMO energy (spin up / spin down) in eV: -13.976 / -14.547


Formula: C6H6N2
Source: the Open Molecules 2025 dataset
Level of theory: ωB97M-V with the def2-TZVPD basis set

Each line ends with the natural charge from an NBO analysis.
Element x y z (Å)
C (-0.9342, -1.5440, -0.8409)  -0.41
C (-1.0229, -0.3627, -1.7925)  -0.44
C (-0.1879, 0.3653, -0.7555)  0.27
C (0.8443, 1.4666, 0.9855)  0.25
C (0.4632, -0.8441, 1.2074)  0.04
C (0.1724, -0.8000, -0.0509)  -0.14
H (-1.8046, -1.7298, -0.0246)  0.23
H (-0.5895, -2.4562, -1.3700)  0.22
H (-1.8493, 0.2812, -2.0434)  0.24
H (-0.2964, -0.6643, -2.7313)  0.23
H (1.0142, 2.5183, 1.5674)  0.19
H (0.3800, -1.7816, 1.9284)  0.22
N (0.1349, 1.5348, -0.2749)  -0.45
N (0.8846, 0.4861, 1.7257)  -0.45

E_tot in a.u.: -341.6064
Charge: 0
HOMO energy in eV: -9.478


Formula: C6H6N2
Source: the Open Molecules 2025 dataset
Level of theory: ωB97M-V with the def2-TZVPD basis set

Each line ends with the natural charge from an NBO analysis.
Element x y z (Å)
C (3.1725, -0.0399, -0.0710)  -0.25
C (1.9649, -0.4692, 0.0445)  -0.01
C (0.5477, -0.4031, 0.1851)  -0.20
C (-0.2457, -1.4765, 0.0510)  0.05
C (-2.2113, -0.1976, -0.0768)  0.31
C (-0.0556, 0.9404, 0.0845)  -0.22
H (4.2575, -0.0637, -0.2058)  0.25
H (0.2158, -2.4856, 0.1581)  0.21
H (-3.2875, -0.1337, -0.2753)  0.19
H (-1.8445, 1.8930, -0.1444)  0.41
H (0.4202, 1.3847, -0.7860)  0.19
H (0.2549, 1.5348, 0.9404)  0.20
N (-1.6706, -1.4312, 0.0159)  -0.55
N (-1.5183, 0.9476, 0.0798)  -0.58

E_tot in a.u.: -341.6237
Charge: 0
HOMO energy in eV: -7.826


Formula: C6H6N2
Source: the Open Molecules 2025 dataset
Level of theory: ωB97M-V with the def2-TZVPD basis set

Each line ends with the natural charge from an NBO analysis.
Element x y z (Å)
C (-1.4359, -0.5142, -0.0904)  0.37
C (-0.0618, 1.3577, -0.0861)  -0.27
C (0.6321, 0.0642, 0.1519)  -0.06
C (-0.1323, -0.9701, 0.0434)  -0.22
C (2.0280, -0.3174, 0.1184)  -0.03
C (3.2401, -0.6593, -0.1244)  -0.24
H (-3.3400, -0.9049, -0.3419)  0.33
H (-2.2273, 1.1811, 0.9261)  0.40
H (0.2000, 2.1158, -0.9018)  0.23
H (0.3513, 1.7902, 0.7791)  0.22
H (0.3194, -2.0450, 0.1577)  0.26
H (4.3533, -0.6696, -0.4395)  0.27
N (-2.4766, -1.3670, -0.0561)  -0.67
N (-1.4504, 0.9386, -0.1366)  -0.60

E_tot in a.u.: -341.5324
Charge: 0
HOMO energy in eV: -8.808


Formula: C6H6N2
Source: the Open Molecules 2025 dataset
Level of theory: ωB97M-V with the def2-TZVPD basis set

Each line ends with the natural charge from an NBO analysis.
Element x y z (Å)
C (-0.4564, 0.0566, 0.6505)  0.39
C (-2.0068, 0.6979, -2.3022)  -0.25
C (0.5229, 0.0738, -0.2016)  -0.39
C (-3.1048, 1.1863, -2.2076)  -0.21
C (1.4908, -0.5154, 1.9719)  0.06
C (1.6368, -0.7672, 0.4787)  -0.49
N (-0.6920, -0.2366, 1.8295)  -0.29
N (0.4171, -0.0979, 2.5953)  -0.23
H (-1.2016, 0.0103, -2.3068)  0.23
H (0.7451, 0.5501, -1.1756)  0.25
H (-3.9678, 1.7642, -2.1795)  0.23
H (2.4778, -0.4060, 2.5723)  0.21
H (1.5371, -1.9325, 0.2917)  0.23
H (2.6019, -0.3837, -0.0165)  0.26

E_tot in a.u.: -341.4793
Charge: 0
HOMO energy (spin up / spin down) in eV: -8.866 / -8.866


Formula: C6H6N2
Source: the Open Molecules 2025 dataset
Level of theory: ωB97M-V with the def2-TZVPD basis set

Each line ends with the natural charge from an NBO analysis.
Element x y z (Å)
C (-1.3733, -1.5721, 0.4682)  -0.29
C (0.1221, -1.6965, 0.0811)  -0.17
C (0.5858, -0.3975, -0.1766)  -0.12
C (1.6741, 0.5540, -0.4336)  -0.33
C (1.0820, 1.7743, -0.4378)  0.03
C (-0.6651, 0.4594, -0.0268)  0.37
H (-2.1044, -2.1923, -0.2118)  0.24
H (-1.4268, -1.9120, 1.5516)  0.23
H (0.5862, -2.7316, -0.0279)  0.23
H (2.8533, 0.6612, -0.3741)  0.25
H (1.5002, 2.8230, -0.5379)  0.22
H (-0.8463, 2.6252, -0.1270)  0.42
N (-0.3090, 1.7111, -0.2967)  -0.59
N (-1.6788, -0.1061, 0.5494)  -0.47

E_tot in a.u.: -341.6607
Charge: 0
HOMO energy in eV: -7.879


Formula: C6H6N2
Source: the Open Molecules 2025 dataset
Level of theory: ωB97M-V with the def2-TZVPD basis set

Each line ends with the natural charge from an NBO analysis.
Element x y z (Å)
C (-1.9028, -0.8492, 2.1620)  -0.26
C (-0.7114, -0.3802, 1.6353)  0.00
C (0.3096, 0.2307, 0.7898)  -0.21
C (0.6063, 0.4972, -1.7931)  -0.03
C (1.5607, -0.5257, -1.1946)  -0.26
C (1.1782, -0.8859, 0.1729)  -0.12
H (-2.8240, -0.8800, 2.8454)  0.27
H (0.8936, 1.0294, 1.1892)  0.21
H (-1.1611, 1.3729, 0.3209)  0.37
H (1.0744, 0.5891, -2.7781)  0.18
H (1.8356, -1.3287, -2.1804)  0.24
H (1.5277, -1.7460, 0.6186)  0.22
N (-0.6755, 0.7089, -0.1281)  -0.41
N (-0.4088, 1.0685, -1.3933)  -0.19

E_tot in a.u.: -341.4464
Charge: 0
HOMO energy in eV: -8.400


Formula: C6H6N2O
Source: the Open Molecules 2025 dataset
Level of theory: ωB97M-V with the def2-TZVPD basis set

Each line ends with the natural charge from an NBO analysis.
Element x y z (Å)
C (2.1358, -0.0368, -0.2317)  -0.66
C (0.4846, -0.1718, -0.2688)  -0.07
C (-0.1380, -0.9648, 0.7032)  -0.15
C (-1.5824, -1.0939, 1.0059)  -0.26
C (-2.2403, -0.2252, 0.2170)  0.03
C (-0.5000, 0.8267, -0.7841)  0.29
H (2.8157, -0.5478, 0.5752)  0.25
H (2.1727, 1.3222, -0.3338)  0.24
H (2.7920, -0.3924, -1.1887)  0.25
H (0.4685, -1.3067, 1.8776)  0.21
H (-1.8647, -1.8911, 1.8566)  0.26
H (-3.3980, -0.3072, 0.4669)  0.18
N (-1.7749, 0.7782, -0.4437)  -0.43
N (-0.1860, 2.2560, -1.2197)  0.17
O (0.8150, 1.7547, -2.2319)  -0.32

E_tot in a.u.: -416.6375
Charge: 0
HOMO energy in eV: -9.727


Formula: C6H6N2O
Source: the Open Molecules 2025 dataset
Level of theory: ωB97M-V with the def2-TZVPD basis set

Each line ends with the natural charge from an NBO analysis.
Element x y z (Å)
C (1.1607, -1.5568, -0.0838)  -0.17
C (0.3822, -1.6314, -1.2032)  -0.27
C (1.1459, -0.4078, 0.8146)  -0.33
C (-0.4271, -0.5374, -1.5048)  0.05
C (0.2074, 0.5391, 0.4108)  0.27
C (-1.0483, 2.5936, 1.5643)  0.27
N (-0.4429, 0.4760, -0.6768)  -0.48
N (-2.1741, 2.8771, 0.8309)  -0.37
O (-0.9885, 3.7083, 0.7852)  -0.37
H (1.8872, -2.3902, 0.0131)  0.22
H (0.5066, -2.4998, -1.9465)  0.23
H (1.8981, -0.4458, 1.6334)  0.24
H (-0.9519, -0.3002, -2.3662)  0.20
H (-1.1459, 2.5893, 2.5813)  0.16
H (-2.3216, 2.4750, -0.0908)  0.36

E_tot in a.u.: -416.7166
Charge: 0
HOMO energy (spin up / spin down) in eV: -8.287 / -8.378


Formula: C6H6N2O2
Source: the Open Molecules 2025 dataset
Level of theory: ωB97M-V with the def2-TZVPD basis set

Each line ends with the natural charge from an NBO analysis.
Element x y z (Å)
C (0.1963, -0.4648, 0.1035)  0.06
C (0.8216, 0.6406, 0.5818)  -0.22
C (0.5842, 1.9251, -0.0843)  -0.19
C (-0.1742, 2.0212, -1.1920)  -0.22
C (-0.7940, 0.7527, -1.6813)  -0.18
C (-0.6283, -0.3840, -1.0195)  -0.25
H (1.2811, -2.2609, 2.0391)  0.43
H (1.5617, 0.4039, 1.5590)  0.25
H (1.0784, 2.5751, 0.3618)  0.19
H (-0.1705, 3.0515, -1.6751)  0.23
H (-1.3834, 0.8688, -2.7325)  0.23
H (-1.3134, -1.2860, -1.2108)  0.23
N (0.4814, -1.7354, 0.6806)  -0.09
N (-0.7948, -2.5096, 0.7231)  0.26
O (0.8458, -1.6152, 2.0185)  -0.50
O (-1.5921, -1.9829, 1.5280)  -0.23

E_tot in a.u.: -491.9334
Charge: 0
HOMO energy in eV: -9.007


Formula: C6H6N2O2S2
Source: the Open Molecules 2025 dataset
Level of theory: ωB97M-V with the def2-TZVPD basis set

Each line ends with the natural charge from an NBO analysis.
Element x y z (Å)
C (2.0236, -0.6014, -1.3855)  -0.37
C (0.6446, -0.5563, -1.2837)  -0.02
C (0.1901, 0.1609, -0.1138)  -0.50
C (1.2398, 0.7437, 0.6109)  0.07
C (0.1148, 1.4460, 2.5190)  0.31
C (-0.2981, -1.3846, -2.0308)  -0.67
N (1.2128, 1.2910, 1.8550)  -0.51
N (-1.1242, 1.0408, 1.9963)  -0.86
O (-2.2835, 1.0582, -0.2515)  -0.92
O (-1.8427, -1.0148, 0.7436)  -0.94
S (2.8007, 0.3960, -0.1644)  0.43
S (-1.3781, 0.2830, 0.4839)  2.37
H (2.6069, -1.0034, -2.1626)  0.24
H (0.1649, 2.0008, 3.4814)  0.21
H (-0.8892, -1.0229, -2.9956)  0.24
H (0.0941, -2.3344, -2.3735)  0.23
H (-1.1790, -1.7095, -1.3151)  0.25
H (-2.0977, 1.2069, 2.3863)  0.45

E_tot in a.u.: -1288.5433
Charge: 0
HOMO energy in eV: -8.677


Formula: C6H6N2O3
Source: the Open Molecules 2025 dataset
Level of theory: ωB97M-V with the def2-TZVPD basis set

Each line ends with the natural charge from an NBO analysis.
Element x y z (Å)
C (-1.1797, 0.0175, -1.3026)  -0.23
C (-1.2079, 0.2204, 0.0183)  -0.16
C (0.1552, -0.1715, -1.8098)  -0.15
C (-0.1161, 0.2733, 1.1540)  0.00
C (1.2052, -0.4252, -0.9282)  -0.24
C (1.2530, -0.0667, 0.4509)  0.22
N (2.3937, 0.1803, 0.9490)  -0.26
N (2.5720, 0.5647, 2.3253)  0.60
O (2.3846, 1.7413, 2.6581)  -0.36
O (3.2680, -0.2871, 2.8938)  -0.35
O (0.0416, -0.5225, 2.3280)  -0.67
H (-1.9526, 0.1088, -1.9609)  0.22
H (-2.1809, 0.5363, 0.2953)  0.21
H (0.3385, -0.5546, -2.8385)  0.22
H (0.0873, 1.3139, 1.5921)  0.24
H (2.1122, -0.8348, -1.3568)  0.23
H (0.4082, -1.4041, 1.9878)  0.47

E_tot in a.u.: -567.2283
Charge: 0
HOMO energy in eV: -9.340


Formula: C6H6N2O4
Source: the Open Molecules 2025 dataset
Level of theory: ωB97M-V with the def2-TZVPD basis set

Each line ends with the natural charge from an NBO analysis.
Element x y z (Å)
C (1.8250, 1.6344, 0.4172)  0.13
C (0.9439, 0.2872, 1.6669)  0.19
C (0.7754, 0.9135, -0.3368)  -0.20
C (-3.7587, -0.1669, -1.1309)  1.03
C (-1.2401, -2.3095, 1.3803)  1.04
C (1.5037, 0.0941, -1.3505)  -0.62
N (1.9997, 1.3082, 1.6746)  -0.42
N (0.2805, -0.0125, 0.6647)  -0.45
O (-3.1319, 0.7571, -1.3332)  -0.52
O (-4.3816, -1.1071, -0.9236)  -0.51
O (-1.9857, -2.2305, 0.4884)  -0.51
O (-0.2929, -2.1139, 2.0568)  -0.52
H (2.3287, 2.4770, -0.0344)  0.20
H (0.5472, -0.3218, 2.4631)  0.21
H (1.1866, 0.3047, -2.3870)  0.23
H (2.5443, -0.0664, -1.2531)  0.22
H (0.9678, -0.9723, -1.1192)  0.24
H (-0.1117, 1.5249, -0.9433)  0.26

E_tot in a.u.: -642.6784
Charge: 0
HOMO energy in eV: -10.491


Formula: C6H6N2OS
Source: the Open Molecules 2025 dataset
Level of theory: ωB97M-V with the def2-TZVPD basis set

Each line ends with the natural charge from an NBO analysis.
Element x y z (Å)
C (2.7703, -1.0423, 0.2733)  -0.25
C (-0.4297, 0.7885, -0.5573)  -0.04
C (3.8652, -0.3066, 0.3286)  -0.45
C (1.7186, -0.2101, -0.2203)  -0.30
C (0.3172, -0.4337, -0.1573)  0.52
C (2.1307, 1.0783, -0.6823)  -0.40
N (-1.2327, 1.1157, 0.3906)  -0.25
N (-2.0784, 2.1901, 0.4216)  -0.64
O (-0.1160, -1.5897, 0.3297)  -0.62
S (3.7099, 1.2422, -0.2945)  0.50
H (2.7692, -2.0887, 0.5557)  0.23
H (-0.3929, 1.2028, -1.5516)  0.22
H (4.8686, -0.7448, 0.6340)  0.23
H (-2.2023, 2.7710, -0.4011)  0.35
H (-1.7934, 2.5735, 1.3321)  0.39
H (-1.0174, -1.7721, 0.4201)  0.51

E_tot in a.u.: -814.9948
Charge: 0
HOMO energy (spin up / spin down) in eV: -7.912 / -7.912


Formula: C6H6N2OS
Source: the Open Molecules 2025 dataset
Level of theory: ωB97M-V with the def2-TZVPD basis set

Each line ends with the natural charge from an NBO analysis.
Element x y z (Å)
C (1.3430, 2.3712, -0.0138)  0.26
C (-1.0914, 1.0493, 0.8588)  -0.59
C (-1.9476, -0.8561, -0.4024)  -0.06
C (-0.3686, 0.7308, -0.2692)  0.21
C (1.4657, -2.3017, -0.1338)  0.30
C (0.6819, 1.3879, -0.7911)  -0.37
N (1.8277, 3.2414, 0.5468)  -0.33
N (-1.0055, -0.2738, -1.0232)  -0.46
O (1.0818, -1.3475, 0.4992)  -0.51
S (-2.5040, -0.1321, 1.0428)  0.29
H (-1.3728, 2.1247, 0.9916)  0.28
H (-2.2711, -1.8469, -0.7886)  0.23
H (-0.4709, 0.7946, 1.7974)  0.28
H (1.0300, -3.3477, 0.1368)  0.09
H (2.3210, -2.4582, -0.8712)  0.13
H (1.2809, 0.8642, -1.5800)  0.26

E_tot in a.u.: -815.0701
Charge: 0
HOMO energy (spin up / spin down) in eV: -8.578 / -8.577